A structure of composition C33H34F6MnN8OSbTe, computed with the ωB97M-V functional and the def2-TZVPD basis.

Geometry as XYZ:
```
85
Properties=species:S:1:pos:R:3:forces:R:3
Mn -0.478055 1.468651 -1.879719 0.3061 -0.1278 -0.8695
N 2.121635 -0.623604 -2.118338 0.5985 -0.4359 0.2170
C 2.413551 0.633160 -2.389216 -0.1027 0.5655 0.0594
N 3.669522 0.979162 -2.551527 0.4265 -0.0602 -0.1269
C 3.940646 2.235306 -2.904392 -0.2073 0.5374 0.1016
N 5.185036 2.619741 -3.071096 0.2749 -0.4573 0.1454
N 2.976328 3.196185 -3.133246 0.4173 -0.1608 -0.1493
C 1.778884 2.804576 -2.926244 -0.7334 0.1993 -0.0392
N 1.401648 1.575994 -2.473346 -0.3529 -0.8984 0.4275
C 0.626927 3.647726 -3.312756 0.3237 0.0311 -0.2664
C 0.773548 4.896827 -3.862897 -1.4472 -0.1396 -0.0651
C -0.402140 5.505820 -4.349461 1.0405 0.6627 -0.3117
C -1.619702 4.855630 -4.312749 0.0385 0.2057 0.2036
C -1.663887 3.599110 -3.732644 0.0061 -0.1899 0.0275
N -0.563525 3.020231 -3.239518 -0.1736 -0.1893 0.1312
H 2.885837 -1.297023 -2.063488 -0.2366 0.4639 -0.1773
H 1.201357 -0.998006 -2.206271 -0.6354 -0.2128 -0.0516
H 5.924099 1.942743 -2.930409 -0.0348 0.1485 -0.0755
H 5.416594 3.553178 -3.373395 -0.1137 0.0062 0.0114
H 1.737871 5.355094 -3.901316 0.3637 0.2224 -0.1066
H -0.311599 6.499546 -4.807020 -0.1829 -0.4211 0.2704
H -2.516544 5.358957 -4.670736 0.1771 -0.3598 -0.0275
H -2.573507 3.019336 -3.663509 0.0617 0.2090 -0.0958
C -0.884162 -7.053763 1.022546 0.2200 -0.2423 -0.3129
C -0.743235 -5.579109 1.034711 0.1848 0.4141 0.1459
C 0.475107 -4.972876 0.728198 -0.2866 0.6763 -0.2897
C 0.613399 -3.585047 0.652211 -0.2678 -0.6341 -0.0450
C 1.963370 -3.038268 0.288089 -0.2071 -0.1929 -0.3328
C -0.531170 -2.805377 0.930511 -0.1593 -0.7072 0.0009
Te -0.496511 -0.853134 1.428976 -0.5247 1.2227 0.3634
N -0.186251 0.718488 -0.057078 0.0670 1.2631 -0.1980
C -0.246184 1.990174 0.362834 -0.8581 -0.7678 0.7551
O -0.207783 2.837990 -0.631471 0.1591 -0.4780 -0.1157
C -0.542751 2.473904 1.747291 0.7950 -0.4948 -1.0462
C -1.778824 2.129537 2.296808 0.1867 0.0188 -0.2988
C -1.985936 2.346131 3.638014 0.2836 0.0503 -0.0968
C -0.929802 2.835331 4.392379 0.3676 0.2536 0.4671
C 0.293996 3.221486 3.847767 -0.6582 -0.3452 -0.5381
C 0.479315 3.081903 2.478717 -0.2545 -0.4005 0.5233
C 1.397321 -0.544616 2.229215 -0.1549 -0.3363 -0.0204
C 2.374088 0.072585 1.470831 -0.0131 0.3622 -0.3773
C 3.608373 0.258537 2.035198 0.5441 -0.3363 0.0893
C 3.869783 -0.256517 3.306854 0.5032 0.7823 -0.0522
C 2.879919 -0.830390 4.066239 -0.4346 -0.0232 -0.1718
C 1.600823 -0.997453 3.532114 -0.2266 -0.1831 0.0700
C 0.495073 -1.613158 4.364268 0.1689 0.6653 -0.0542
C -1.800389 -3.385872 1.288527 0.4086 -0.3804 0.0345
C -3.053740 -2.609757 1.668007 1.0885 0.0772 0.0858
C -1.842307 -4.773879 1.356034 0.1655 0.6186 -0.2425
H -0.021700 -7.537637 0.558990 -0.1920 0.0327 0.0126
H -1.794570 -7.330000 0.502541 -0.0995 -0.1363 -0.2115
H -0.986557 -7.449934 2.021160 0.0130 -0.0661 0.4878
H 1.321066 -5.584075 0.452361 0.1115 -0.1184 0.0844
H 2.416939 -3.651886 -0.501406 -0.1554 0.0488 0.2021
H 2.604863 -3.116270 1.163243 0.2269 0.2758 0.0152
H 1.913419 -2.016662 -0.086622 0.0634 -0.0561 0.2719
H -2.553301 1.697074 1.675758 -0.0071 -0.0415 -0.0286
H -2.934184 2.095122 4.076944 -0.1517 0.0188 0.2484
H -1.038065 2.921005 5.454531 -0.1943 0.0809 0.4261
H 1.095561 3.565237 4.474742 0.0805 0.2378 0.1584
H 1.430278 3.339700 2.048229 0.1478 0.0204 -0.3088
H 2.187649 0.399774 0.446048 0.0279 -0.0971 0.3806
H 4.384930 0.749487 1.465954 0.1106 -0.0185 0.0618
H 4.856928 -0.121389 3.730648 -0.0031 -0.0663 0.0006
H 3.070632 -1.119869 5.086843 0.0809 -0.2079 0.1053
H 0.083158 -0.834792 5.027849 0.0109 -0.3591 -0.1424
H 0.855902 -2.435750 4.978199 -0.0026 -0.0050 -0.0345
H -0.312441 -1.996013 3.733490 -0.0957 -0.1572 0.1904
H -3.452069 -2.059673 0.831954 -0.1913 0.1786 -0.3124
H -2.854434 -1.900867 2.481395 -0.2205 -0.1855 -0.0542
H -3.779350 -3.315535 2.008713 -0.5620 -0.3066 0.2212
H -2.767984 -5.250629 1.634550 -0.1872 -0.0665 0.0322
C -5.054469 1.674308 -1.905047 -0.5228 -0.3194 0.1412
C -3.627019 1.644744 -1.802500 1.1608 -0.1990 0.2918
N -2.478591 1.629319 -1.719986 -0.7866 0.1015 0.0961
H -5.368241 1.149823 -2.802427 0.0534 -0.0129 -0.2723
H -5.398406 2.698805 -1.920582 -0.1202 0.3173 -0.0575
H -5.524262 1.156679 -1.064778 0.2138 0.0556 0.0779
F -0.848137 -0.126722 -2.958995 0.1091 1.0179 0.4010
Sb -1.954174 -1.858512 -2.502221 0.3384 0.3285 -0.8352
F -0.214831 -2.249215 -1.969114 0.6827 -0.4637 0.5921
F -1.575404 -2.368999 -4.218221 0.3147 -0.1182 -0.5921
F -2.746281 -3.428564 -2.037990 -0.3741 -0.6951 0.6399
F -3.425296 -0.939618 -3.101002 -0.9513 0.6615 -0.2583
F -2.257571 -0.943619 -0.867782 0.1599 -0.1606 0.3934
```
Forces are in eV/Å.

Its expectation value of S² is 3.933. The calculation puts the energy above the lowest of the compared OMol25 structures with the same formula, charge and spin at 0.000 eV. The HOMO energy (alpha / beta) comes out at -16.4 / -16.4 eV. As for the charge: +3. As for the spin multiplicity: 4.